Below is the molecule C3H4BrClN2 in a non-equilibrium geometry, with properties calculated with the ωB97M-V functional and the def2-TZVPD basis.

**HOMO level**: -8.956 eV
**Energy relative to the best compared isomer or geometry (same formula, charge and spin)**: 2.567 eV

```
11
C3H4BrClN2 the ωB97M-V functional and the def2-TZVPD basis
C -0.8112 0.2706 -0.0088
C 2.4517 -0.5886 -0.7323
C -1.5359 -0.7729 0.4561
N 0.5733 0.6179 0.0927
N 1.6609 -0.2469 0.2383
Cl 3.6523 -1.6892 -0.1330
Br -3.4338 -0.7388 -0.0956
H -1.2894 1.1764 -0.5305
H -1.1470 -1.7123 0.8504
H 0.7240 1.4143 -0.4930
H 1.9046 -0.5210 1.2125
```

Below is a 2-piece molecular cluster, C4H6N2O overall, with properties calculated with the ωB97M-V functional and the def2-TZVPD basis.

**HOMO level**: -8.957 eV
**Energy relative to the best compared isomer or geometry (same formula, charge and spin)**: 5.005 eV

```
13
C4H6N2O the ωB97M-V functional and the def2-TZVPD basis
C -0.0574 -0.1673 -2.1636
O -0.3692 0.6425 -1.1689
C -0.3833 0.0681 0.0823
C -0.0579 -1.1574 0.5808
N -0.2335 -1.1446 1.9454
C -0.6457 0.0590 2.2459
N -0.7545 0.8511 1.1394
H 1.8956 -0.2712 -1.9398
H 2.2557 0.3772 -2.0585
H -0.0122 0.5321 -3.0297
H 0.2848 -2.0268 0.0401
H -0.8846 0.4203 3.2373
H -1.0379 1.8170 1.0893
```

Below is a 11-piece molecular cluster, C40H111N9O13 overall in a non-equilibrium geometry, with properties calculated with the ωB97M-V functional and the def2-TZVPD basis.

**HOMO level**: -8.387 eV
**SMILES**: COC[C@H](C)N.COC[C@H](C)N.COC[C@H](C)N.COC[C@H](C)N.COC[C@H](C)N.COC[C@H](C)N.COC[C@H](C)N.COC[C@H](C)N.COC[C@H](C)N.OCCO.OCCO
**Energy relative to the best compared isomer or geometry (same formula, charge and spin)**: 7.398 eV

```
173
C40H111N9O13 the ωB97M-V functional and the def2-TZVPD basis
C 6.8581 1.5161 -2.7372
O 5.9091 0.6735 -2.0936
C 5.9930 0.7804 -0.6904
C 6.9900 -0.2177 -0.0395
C 6.5585 -1.6626 -0.2420
N 7.1969 0.0165 1.3745
H 6.8657 1.3427 -3.8158
H 7.8833 1.3649 -2.4034
H 6.4564 2.5321 -2.6982
H 6.3144 1.8043 -0.4780
H 5.0364 0.5367 -0.2249
H 7.9085 -0.1845 -0.6443
H 6.1846 -1.7943 -1.2620
H 5.9537 -2.2264 0.4716
H 7.3935 -2.3764 -0.3046
H 7.7798 -0.7343 1.7298
H 7.7676 0.8471 1.5139
C -3.8733 -1.5720 -0.3982
O -5.0689 -1.6629 -1.1630
C -6.2568 -1.8153 -0.4046
C -7.2289 -2.6295 -1.2492
C -8.5950 -2.6453 -0.5588
N -6.8115 -4.0204 -1.5100
H -3.9572 -0.9076 0.4637
H -3.0752 -1.3075 -1.0889
H -3.6785 -2.5928 -0.0506
H -6.0495 -2.2954 0.5589
H -6.6906 -0.8281 -0.2054
H -7.4010 -2.0981 -2.1875
H -8.5491 -2.9899 0.4805
H -9.3285 -3.2941 -1.0371
H -9.0524 -1.6555 -0.4752
H -6.7413 -4.5311 -0.6294
H -5.8136 -3.8089 -1.6480
C 3.9815 -7.4897 -2.4161
O 2.7799 -6.7189 -2.3805
C 2.6865 -5.7438 -1.3693
C 2.8270 -4.3557 -1.9380
C 4.2834 -4.0706 -2.2678
N 2.3534 -3.3080 -1.0582
H 4.8424 -6.8185 -2.3789
H 3.9276 -8.0542 -3.3409
H 4.0441 -8.1030 -1.5128
H 1.6709 -5.8706 -0.9745
H 3.3118 -5.9672 -0.4957
H 2.1529 -4.2852 -2.7919
H 4.5213 -3.0645 -2.6288
H 4.7713 -4.7051 -3.0137
H 4.9345 -4.0915 -1.3870
H 2.6720 -3.0465 -0.1384
H 2.0582 -2.4454 -1.4902
C 1.8123 4.1421 5.1775
O 1.1316 2.9219 5.3497
C 1.8926 1.9609 6.0329
C 2.9560 1.3586 5.0749
C 2.3960 1.0337 3.7147
N 3.5065 0.1002 5.6467
H 2.8966 4.0625 5.0311
H 1.7411 4.6837 6.1335
H 1.6118 4.9564 4.4760
H 2.3684 2.3074 6.9597
H 1.1257 1.2447 6.3386
H 3.8377 2.0004 4.9721
H 1.4478 0.5060 3.8381
H 3.0943 0.5976 3.0004
H 2.0644 1.9256 3.1697
H 4.3772 -0.1035 5.1729
H 3.7059 0.2639 6.6282
C -4.2004 2.2547 -0.6358
O -4.4110 3.6873 -0.5221
C -5.2675 3.8762 0.6061
C -5.6578 5.3593 0.6265
C -6.3309 5.7382 1.9510
N -6.5060 5.7097 -0.5205
H -3.3640 2.2052 -1.3307
H -5.1536 1.9088 -1.0352
H -3.9043 1.8116 0.3172
H -6.1710 3.2536 0.5924
H -4.6961 3.5459 1.4813
H -4.7555 5.9525 0.4644
H -6.6033 6.7853 2.0477
H -5.6751 5.3974 2.7569
H -7.2394 5.1515 2.1229
H -7.3439 5.1349 -0.5526
H -5.9274 5.3783 -1.2926
C 3.2765 4.8681 0.8346
O 2.0128 5.4441 0.5324
C 1.2734 4.7109 -0.4396
C -0.2351 5.0360 -0.5204
C -1.0831 4.0179 -1.2147
N -0.5005 6.3516 -1.1099
H 3.6616 5.2126 1.7885
H 3.9205 5.0329 -0.0315
H 3.1237 3.7843 0.9200
H 1.7408 4.7541 -1.4302
H 1.3771 3.6734 -0.0984
H -0.4937 5.0431 0.5485
H -2.0100 4.4079 -1.6266
H -1.4083 3.3121 -0.4450
H -0.4532 3.4930 -1.9377
H 0.0319 7.0919 -0.6662
H -1.4705 6.6272 -1.0336
C -6.3848 1.9922 3.8493
O -6.2112 0.5983 4.0378
C -4.9611 0.1584 3.5375
C -4.5449 -1.1589 4.1399
C -3.1276 -1.6149 3.7594
N -5.4136 -2.2337 3.6130
H -6.2047 2.5132 4.7911
H -7.4215 2.1290 3.5341
H -5.7811 2.3947 3.0343
H -4.9596 0.1099 2.4436
H -4.1616 0.8437 3.8479
H -4.5578 -1.1500 5.2346
H -3.0269 -1.9393 2.7187
H -2.7837 -2.5277 4.2484
H -2.4210 -0.7925 3.9095
H -5.4246 -3.0171 4.2537
H -6.3676 -1.9064 3.5046
C -0.8880 0.3049 1.2208
O 0.1908 1.0382 0.7181
C 1.2787 0.3484 0.1184
C 1.1585 0.4268 -1.4188
C -0.0032 -0.3788 -1.9871
N 2.4052 -0.0051 -2.0891
H -1.7036 1.0076 1.4061
H -0.7024 -0.1599 2.1952
H -1.3494 -0.4783 0.6098
H 2.2625 0.7670 0.3375
H 1.2612 -0.6837 0.4774
H 1.0006 1.4617 -1.7432
H -0.0291 -0.3306 -3.0776
H -0.9613 -0.0079 -1.6202
H 0.1652 -1.4340 -1.7564
H 2.5030 0.6159 -2.8863
H 3.1889 0.2333 -1.4856
C 1.1496 0.0824 -6.1831
O 2.0044 1.0434 -5.5556
C 3.0574 1.4721 -6.3915
C 3.8285 2.5861 -5.6999
C 3.5641 2.7261 -4.1838
N 3.6267 3.9381 -6.2097
H 0.7669 0.4702 -7.1324
H 0.3489 -0.1891 -5.5056
H 1.8083 -0.7407 -6.4766
H 3.7846 0.6819 -6.6291
H 2.6963 1.7553 -7.3893
H 4.8912 2.4022 -5.9047
H 3.9174 1.7865 -3.7502
H 2.4862 2.8013 -4.0498
H 4.0509 3.5725 -3.7075
H 2.7952 4.3730 -5.8276
H 3.5257 3.8955 -7.2202
O -2.0558 -5.1063 -3.0906
C -1.9360 -4.4229 -1.8571
C -1.3699 -5.2123 -0.7103
O -2.3205 -6.2791 -0.4446
H -2.0419 -4.4715 -3.8084
H -1.2715 -3.5431 -1.9017
H -2.8951 -3.9426 -1.6381
H -1.2985 -4.5443 0.1507
H -0.3986 -5.7039 -0.7958
H -2.3944 -6.6557 -1.3322
O 3.0967 -3.5829 2.0700
C 1.7388 -3.6583 2.4465
C 1.1819 -5.0529 2.4759
O 1.7855 -5.6542 3.6632
H 3.6090 -3.4080 2.8657
H 1.4075 -3.1249 3.3444
H 1.2517 -3.0951 1.6336
H 1.4336 -5.5865 1.5625
H 0.1145 -5.1168 2.6913
H 1.8160 -5.0185 4.3810
```

Below is the molecule C4H4O in a non-equilibrium geometry, with properties calculated with the ωB97M-V functional and the def2-TZVPD basis.

**HOMO level**: -10.300 eV
**SMILES**: C#C[C@@H]1CO1
**Energy relative to the best compared isomer or geometry (same formula, charge and spin)**: 3.310 eV

```
9
C4H4O the ωB97M-V functional and the def2-TZVPD basis
C -2.3246 0.0827 0.1463
C -1.1655 0.2460 -0.0973
C 0.2087 0.1341 -0.4885
C 1.3548 -0.3982 0.2075
O 1.1984 0.9518 0.1451
H -3.3281 0.3271 0.5383
H 0.4718 0.1826 -1.5496
H 1.1399 -0.7664 1.2273
H 2.4446 -0.7597 -0.1291
```

Below is the molecule C3H5NOS in a non-equilibrium geometry, with properties calculated with the ωB97M-V functional and the def2-TZVPD basis.

**HOMO level**: -8.718 eV
**SMILES**: C1=NSCOC1
**Energy relative to the best compared isomer or geometry (same formula, charge and spin)**: 1.898 eV

```
11
C3H5NOS the ωB97M-V functional and the def2-TZVPD basis
C 0.1931 1.3729 -0.0759
N -1.0507 1.4764 -0.1779
S -2.0160 0.0707 -0.2965
C -0.8359 -1.1678 0.1590
O 0.3535 -1.0584 -0.5701
C 1.0356 0.1091 -0.1825
H 0.7926 2.2924 0.0665
H -0.6251 -1.0799 1.2238
H -1.1942 -2.2381 0.0342
H 1.8107 0.2744 -0.9624
H 1.5363 -0.0518 0.7820
```

Below is the molecule C4H5FOS in a non-equilibrium geometry, with properties calculated with the ωB97M-V functional and the def2-TZVPD basis.

**HOMO level**: -9.819 eV
**SMILES**: C=C(F)CC(=O)S
**Energy relative to the best compared isomer or geometry (same formula, charge and spin)**: 1.186 eV

```
12
C4H5FOS the ωB97M-V functional and the def2-TZVPD basis
C 2.1681 -0.5815 -0.8599
C 1.4872 0.1164 0.0205
F 1.7645 1.3635 -0.0462
C 0.3978 -0.4770 0.9617
C -0.9220 -0.6773 0.2816
O -1.4051 -1.7910 0.0472
S -1.8005 0.8242 -0.2022
H 2.0112 -1.6313 -1.0368
H 2.9452 0.0019 -1.1842
H 0.1554 0.1695 1.9104
H 0.9034 -1.4800 1.4239
H -0.6328 1.5258 -0.2643
```

Below is the molecule C4H4O7 in a non-equilibrium geometry, with properties calculated with the ωB97M-V functional and the def2-TZVPD basis.

**HOMO level (spin up / spin down)**: -8.496 / -8.496 eV
**Energy relative to the best compared isomer or geometry (same formula, charge and spin)**: 1.042 eV

```
15
C4H4O7 the ωB97M-V functional and the def2-TZVPD basis
C -1.5625 0.1396 1.4842
C 0.3744 1.2759 1.7474
C -0.6753 -0.6908 0.6205
C 0.4622 1.1689 0.2217
O -2.7378 0.3309 1.3496
O 1.3313 1.3850 2.4647
O -0.8448 0.9524 2.3098
O -1.4069 -1.2032 -0.4773
O 0.3522 -1.4469 1.0299
O -0.4267 1.8255 -0.5389
O 1.6386 0.8236 -0.3394
H -2.3210 -0.6971 -0.3271
H 0.1556 -2.3519 1.0806
H -0.2539 1.4516 -1.4311
H 2.1725 0.4406 0.2679
```

Question: What is the formula in the seventh record?
Answer: C4H4O7

Question: Which value of energy relative to the best compared isomer or geometry (same formula, charge and spin) does entry 5 give?
Answer: 1.898 eV